Molecular formula: C6H25BaO7
Method: DFT, wB97M-V/def2-TZVPD

Element x y z (Å)
Ba1 -0.616 -0.501 2.333
O1 -0.176 0.129 -0.091
H1 0.270 0.067 -0.943
C1 0.828 3.438 -1.183
O2 1.149 2.493 -0.187
H2 1.205 4.408 -0.864
H3 1.350 3.201 -2.117
H4 -0.243 3.518 -1.370
H5 0.592 1.704 -0.272
C2 3.004 -0.671 -1.455
O3 2.832 -0.521 -0.053
H6 3.932 -1.216 -1.607
H7 2.202 -1.265 -1.919
H8 3.063 0.297 -1.958
H9 1.972 -0.111 0.097
C3 -2.428 0.171 -2.573
O4 -2.626 0.583 -1.245
H10 -3.303 -0.363 -2.940
H11 -2.224 1.009 -3.245
H12 -1.586 -0.535 -2.661
H13 -1.753 0.610 -0.805
C4 1.400 -3.730 0.906
O5 0.723 -2.462 0.955
H14 0.898 -4.392 0.196
H15 2.436 -3.589 0.608
H16 1.342 -4.202 1.882
H17 0.909 -1.929 0.170
C5 1.311 2.586 3.179
O6 1.338 1.446 2.307
H18 2.140 3.259 2.954
H19 0.394 3.173 3.058
H20 1.403 2.252 4.209
H21 1.288 1.819 1.404
C6 -4.086 -2.026 0.684
O7 -2.845 -1.317 0.627
H22 -3.943 -2.853 1.372
H23 -4.908 -1.374 0.985
H24 -4.362 -2.410 -0.301
H25 -2.884 -0.695 -0.133

Frontier orbital gap = 0.34199 hartree
Electronic energy = -21648.399 eV
Largest force on an atom = 1.7 eV/A
Molar mass = 346.59 u
HOMO level = -13.00 eV
Charge = +1
Energy relative to the best compared isomer or geometry (same formula, charge and spin) = 42.7 kJ/mol